DFT (ωB97M-V/def2-TZVPD) results for a cluster of 2 separate species, C17H29NO5 in total.

```
52
C17H29NO5 (ωB97M-V/def2-TZVPD)
C -0.858 2.613 0.117
C -1.031 1.102 0.638
O -1.816 0.828 1.575
N -0.231 0.076 -0.089
C -0.991 -1.201 -0.255
C 1.004 -0.109 0.757
C 2.136 -1.018 0.024
C 3.434 -0.160 -0.362
C 3.296 0.741 -1.682
C 2.479 0.071 -2.886
C 3.566 -0.421 -3.991
O 3.929 -1.578 -4.277
O 3.989 0.822 -4.612
C 3.099 1.952 -4.320
C 1.780 1.179 -3.856
C 0.536 1.990 -3.256
C -0.746 1.011 -3.338
O -1.801 1.310 -3.964
H -1.254 2.673 -0.964
H -1.334 3.386 0.803
H 0.281 2.790 0.039
H -2.092 -0.925 -0.376
H -0.847 -1.941 0.609
H -0.655 -1.678 -1.251
H 0.696 -0.649 1.735
H 1.426 0.908 1.108
H 1.714 -1.661 -0.819
H 2.479 -1.764 0.839
H 3.606 0.575 0.514
H 4.365 -0.843 -0.357
H 4.371 0.913 -2.073
H 2.917 1.797 -1.403
H 1.595 -0.612 -2.671
H 2.875 2.608 -5.242
H 3.474 2.738 -3.572
H 1.311 0.636 -4.764
H 0.698 2.344 -2.168
H 0.334 2.907 -3.905
H -0.649 -0.005 -2.792
C -3.799 -2.093 5.661
C -3.901 -0.799 4.882
C -3.055 -1.099 3.660
O -3.164 -2.510 3.418
C -3.785 -3.127 4.553
H -4.613 -2.243 6.373
H -2.853 -2.121 6.211
H -4.941 -0.627 4.584
H -3.555 0.076 5.435
H -2.000 -0.871 3.841
H -3.384 -0.549 2.778
H -4.802 -3.414 4.264
H -3.234 -4.030 4.828
```

Output
**Energy above the lowest of the compared OMol25 structures with the same formula, charge and spin**: 53.34 kcal per mole
**E_LUMO**: 0.46 eV
**Highest occupied orbital energy**: -9.3 eV
**Gap between HOMO and LUMO**: 0.35808 Eh